1.
The following is a quantum chemistry calculation of a structure of composition C31H28HfN7O6S at a distorted geometry, from the Open Molecules 2025 dataset.

- Gap between HOMO and LUMO: 8.81 eV
- Electronic energy: -67462.1004 eV
- Total charge: +1
- ΔE to the lowest compared entry with this formula, charge and spin: 0.0 kJ/mol
- Strongest force on any atom: 3.05 eV/Å
- E_HOMO: -0.4151 Ha

```
74
Properties=species:S:1:pos:R:3:forces:R:3
Hf -0.091580 0.415377 -0.038232 -0.8 2.8 0.9
C 0.556633 2.809518 2.298083 0.1 -0.1 0.2
N 0.656258 2.793811 0.838856 0.2 -0.2 0.2
C -0.109588 3.837256 0.159800 0.1 0.3 -0.2
C -1.481827 3.298833 -0.093711 0.0 0.1 0.2
N -1.754377 2.011030 -0.008901 -0.1 0.6 -0.1
C -3.127525 1.900644 -0.184886 -0.7 0.5 -0.2
C -3.972856 0.799026 -0.095482 0.0 0.0 0.0
C -5.319852 1.013093 -0.296349 0.0 0.0 0.0
C -5.831694 2.281619 -0.580848 0.0 0.1 0.0
C -5.014530 3.393735 -0.631604 0.0 0.1 0.0
C -3.658775 3.185176 -0.420572 -0.1 -0.8 0.1
N -2.580431 4.044673 -0.346854 0.4 0.0 0.0
C 0.324176 1.417336 2.798819 -0.1 0.2 0.4
N -0.493079 0.573975 2.194322 0.3 0.4 0.3
C -0.548261 -0.551477 3.006600 0.0 -0.1 1.0
C -1.334865 -1.698654 2.936655 0.1 0.1 0.0
C -1.172687 -2.637401 3.931427 0.0 0.0 -0.1
C -0.278074 -2.450317 4.986115 0.2 0.0 0.1
C 0.459780 -1.292113 5.110751 0.1 0.0 0.0
C 0.304994 -0.348315 4.110259 -0.7 -0.5 -0.4
N 0.826907 0.917045 3.944242 0.0 0.3 -0.3
H 1.444803 3.236294 2.781319 -0.2 0.0 -0.1
H -0.313021 3.415240 2.589496 0.2 -0.1 0.0
H 1.631076 2.813534 0.547513 -0.2 0.0 -0.1
H -0.175504 4.768648 0.742897 0.0 -0.2 -0.1
H 0.375809 4.074158 -0.797074 -0.1 0.0 0.3
H -3.576185 -0.171283 0.148896 -0.1 -0.1 -0.1
H -6.001112 0.181132 -0.223276 -0.1 -0.1 0.0
H -6.890237 2.390513 -0.760177 -0.1 0.1 0.1
H -5.414394 4.380178 -0.803378 -0.1 0.1 -0.1
H -2.602584 5.041115 -0.494424 0.1 0.0 0.1
H -2.052970 -1.841544 2.147459 -0.1 0.0 0.0
H -1.760897 -3.539117 3.896664 -0.1 -0.1 0.0
H -0.171351 -3.227627 5.723892 0.0 -0.1 0.2
H 1.119243 -1.121322 5.946087 0.1 0.0 0.1
H 1.515155 1.351921 4.537670 -0.1 0.1 -0.1
O 0.812181 3.215480 -2.559821 0.0 -0.5 -0.2
C 0.529331 2.066043 -2.262098 -0.2 1.1 -1.5
O 1.081896 1.377822 -1.334722 1.0 0.5 -0.9
C -0.601422 1.351906 -2.964049 0.1 0.2 -0.3
C -1.043921 1.735208 -4.220594 0.2 -0.1 0.3
C -2.106679 1.042499 -4.778947 0.0 -0.1 0.2
C -2.691415 0.025373 -4.039451 0.1 0.1 0.1
C -2.182657 -0.280829 -2.783231 -0.3 -0.2 0.0
N -1.144461 0.359013 -2.251552 0.4 0.4 -0.3
H -0.542081 2.551451 -4.717725 0.0 0.0 0.0
H -2.466058 1.295854 -5.764211 -0.1 0.0 -0.1
H -3.539567 -0.525679 -4.415665 0.0 -0.1 0.0
H -2.629678 -1.064145 -2.186128 0.0 0.0 0.0
C 6.580086 -3.922087 -2.090997 0.0 0.0 0.0
C 5.514194 -3.154008 -1.377289 -0.1 0.0 0.1
C 4.702160 -2.242850 -2.047545 0.0 0.0 0.1
C 3.666507 -1.605079 -1.390440 0.0 0.1 -0.1
C 3.445202 -1.869349 -0.051028 -0.5 0.2 0.1
C 4.250939 -2.755689 0.641397 0.0 0.0 0.3
C 5.287518 -3.385322 -0.022549 -0.1 0.1 -0.1
S 1.918002 -1.270658 0.631997 1.3 -1.6 0.5
O 1.598852 -2.015387 1.823602 0.5 -0.2 -0.5
O 1.937602 0.197405 0.875926 0.1 0.0 -0.5
N 0.845697 -1.402256 -0.545021 0.6 -0.4 0.9
C -0.001874 -2.572733 -0.485930 -0.4 -0.6 -0.1
C -1.453619 -2.106858 -0.292895 -0.2 -1.7 -0.6
O -2.396880 -2.833298 -0.514394 0.2 0.2 0.1
O -1.556326 -0.885472 0.134086 -1.0 -0.6 0.3
H 6.725856 -3.552012 -3.102220 0.0 0.0 -0.1
H 6.300133 -4.975447 -2.143193 0.0 0.0 0.0
H 7.523351 -3.859618 -1.550888 0.1 0.0 0.0
H 4.859117 -2.054490 -3.098469 0.1 0.0 -0.1
H 3.001418 -0.920830 -1.893502 0.0 0.0 -0.3
H 4.044917 -2.958491 1.679386 0.0 -0.1 0.2
H 5.910668 -4.095891 0.499001 0.0 0.0 0.1
H 0.252265 -3.189678 0.388740 -0.2 0.0 -0.3
H 0.082171 -3.185609 -1.391637 -0.1 0.1 0.2
```
Forces are in eV/Å.

***

2.
The following is a quantum chemistry calculation of a structure of composition C31H28IN5O3PPt, from the Open Molecules 2025 dataset.

- Gap between HOMO and LUMO: 6.25 eV
- Electronic energy: -66807.9882 eV
- Total charge: +3
- ΔE to the lowest compared entry with this formula, charge and spin: 0.0 kJ/mol
- Strongest force on any atom: 0.65 eV/Å
- E_HOMO: -0.5922 Ha

```
70
Properties=species:S:1:pos:R:3:forces:R:3
Pt -1.617784 0.074613 0.194472 -0.3 0.1 0.4
I -1.537372 0.091148 2.811492 -0.4 0.0 -0.2
C 0.420218 0.004090 3.589100 0.0 0.1 0.1
C 0.312664 0.038249 4.953078 0.0 0.0 0.1
C 1.460435 0.003650 5.764420 0.0 0.0 0.0
C 2.681727 -0.053706 5.169807 0.0 0.0 0.0
C 2.811147 -0.084544 3.759670 0.0 0.0 0.0
C 4.107755 -0.154762 3.202606 0.0 0.0 0.0
C 4.296828 -0.184227 1.853959 0.0 0.0 -0.1
C 3.180610 -0.144871 1.011172 0.0 0.0 0.1
C 1.889690 -0.072837 1.503048 -0.2 0.0 0.1
P 0.771841 -0.073552 0.076979 -0.1 -0.3 -0.4
C 1.250175 1.354675 -0.916005 0.0 0.1 0.0
C 1.765182 2.477918 -0.263478 0.0 0.0 0.0
C 2.124547 3.603602 -0.989333 0.0 0.0 0.0
C 1.980792 3.614372 -2.370070 0.0 0.0 0.0
C 1.457781 2.504799 -3.024908 0.0 0.0 0.0
C 1.078155 1.383505 -2.303927 0.0 0.0 0.0
C 1.175633 -1.605740 -0.789310 -0.1 0.0 -0.1
C 1.919763 -1.626975 -1.972540 -0.1 0.0 0.0
C 2.294625 -2.839077 -2.532641 0.0 0.0 0.0
C 1.948556 -4.031772 -1.914824 0.0 0.0 0.0
C 1.254665 -4.014789 -0.711278 0.0 0.0 0.0
C 0.869933 -2.810080 -0.148047 0.1 0.0 0.0
C 1.660369 -0.048396 2.912298 0.0 0.0 -0.2
H -0.657625 0.092934 5.436508 0.0 0.0 0.0
H 1.357333 0.023304 6.840019 0.0 0.0 0.0
H 3.583719 -0.071149 5.767697 0.0 0.0 0.0
H 4.954822 -0.192969 3.875917 0.0 0.0 0.0
H 5.289145 -0.240731 1.429254 0.0 0.0 0.0
H 3.357471 -0.176293 -0.057094 0.0 0.0 0.0
H 1.906106 2.468035 0.810412 0.0 0.0 0.0
H 2.542329 4.461158 -0.479071 0.0 0.0 0.0
H 2.293408 4.480405 -2.938782 0.0 0.0 0.0
H 1.374396 2.505158 -4.104517 0.0 0.0 0.0
H 0.684556 0.522708 -2.829191 0.0 0.1 0.0
H 2.243788 -0.711879 -2.445941 0.0 -0.1 0.0
H 2.881713 -2.847852 -3.441055 0.0 0.0 0.0
H 2.246023 -4.973787 -2.355850 0.0 0.0 0.0
H 1.039247 -4.943564 -0.199217 0.0 0.0 0.0
H 0.366202 -2.808812 0.808137 0.0 0.0 0.0
N -1.992154 1.474742 -3.598306 -0.1 -0.1 0.0
C -1.936991 0.169593 -4.035431 0.0 0.0 0.0
C -1.792218 -0.611012 -2.929522 -0.1 0.0 0.1
N -1.782599 0.219881 -1.836839 0.3 0.1 -0.2
C -1.888590 1.471923 -2.266454 -0.1 0.0 0.1
C -1.799041 2.492468 -1.245009 0.0 0.0 -0.1
N -1.551486 2.061430 -0.010058 0.0 0.3 0.0
C -1.535163 3.152231 0.826133 0.0 -0.1 0.0
C -1.759303 4.256016 0.064183 0.0 0.0 0.0
N -1.920618 3.821660 -1.230918 0.0 0.0 0.1
H -2.113066 2.277663 -4.199517 0.0 0.0 0.0
H -1.998178 -0.088185 -5.079071 0.0 0.0 0.0
H -1.713772 -1.681296 -2.849531 0.0 0.0 0.0
H -1.372609 3.075157 1.886103 0.0 0.0 0.0
H -1.823103 5.296457 0.333050 0.0 0.0 0.0
H -2.139305 4.422714 -2.012977 0.0 0.0 0.0
C -2.629072 -4.156910 0.250297 0.0 0.0 0.0
C -2.845860 -2.704339 -0.008850 -0.1 0.0 0.0
N -3.968424 -2.294184 -0.543575 0.0 -0.1 -0.1
O -1.873319 -1.931046 0.284007 0.3 -0.2 0.1
H -3.557274 -4.721676 0.207118 0.0 0.0 0.0
H -2.163434 -4.287540 1.225052 0.0 0.0 0.0
H -1.942385 -4.541997 -0.506430 0.0 0.0 0.0
H -4.700959 -2.957139 -0.750266 0.0 0.0 0.0
H -4.139527 -1.304763 -0.697175 0.0 0.1 0.0
O -4.245551 0.465293 2.142258 0.4 0.0 -0.1
C -4.540237 0.537836 0.970199 -0.1 -0.1 0.6
O -3.718388 0.371269 -0.033003 0.3 0.0 -0.3
H -5.577958 0.721815 0.661554 0.0 0.1 -0.1
```
Forces are in eV/Å.

***

3.
The following is a quantum chemistry calculation of a structure of composition C31H28IN6O2ReS3Te at a distorted geometry, from the Open Molecules 2025 dataset.

- Gap between HOMO and LUMO (alpha / beta): 7.30 / 6.45 eV
- Electronic energy: -95662.5221 eV
- Total charge: +1
- ΔE to the lowest compared entry with this formula, charge and spin: 0.0 kJ/mol
- Strongest force on any atom: 2.28 eV/Å
- E_HOMO (alpha / beta): -0.3755 / -0.3810 Ha
- Multiplicity: 4

```
73
Properties=species:S:1:pos:R:3:forces:R:3
Re -12.971943 12.696344 10.010943 1.4 0.2 0.3
C -10.018295 10.035519 12.301607 0.6 -0.2 -0.5
C -9.929590 11.517831 12.564284 -0.3 -1.3 -0.2
N -8.873708 12.042217 13.112185 0.4 0.8 0.6
C -8.901812 13.363321 13.489821 0.3 -1.2 -0.8
C -10.023054 14.112530 13.329514 -0.1 1.0 -0.2
C -10.025584 15.586485 13.727900 0.4 -0.5 0.1
O -10.979014 15.873205 14.718343 -0.7 0.2 0.5
C -11.129625 13.553914 12.628192 -0.2 1.7 0.7
C -12.330943 14.368692 12.465010 0.5 0.6 1.2
N -13.240575 14.255504 11.594749 0.1 -1.6 -1.4
C -14.306259 15.171911 11.614378 -0.5 1.8 -1.3
C -14.208065 16.248881 10.667417 1.0 -1.6 0.4
C -15.106948 17.266557 10.663319 -0.6 0.2 -0.2
C -16.165209 17.245951 11.576836 0.6 0.4 -0.6
C -16.308379 16.187871 12.423420 -0.3 -0.1 0.4
C -15.404589 15.121608 12.438627 0.0 -0.3 0.5
I -15.724539 13.505614 13.758701 0.1 0.5 -0.1
C -11.066882 12.271738 12.206508 -0.4 -0.7 -0.6
O -12.020285 11.711252 11.447212 0.1 0.0 0.5
H -9.014771 9.595169 12.212362 -0.3 0.2 0.2
H -10.581780 9.829003 11.385014 0.2 0.1 0.1
H -10.569101 9.524792 13.092617 0.1 0.1 0.2
H -7.954703 13.788085 13.827577 -0.4 -0.2 0.2
H -10.300274 16.186875 12.855788 0.2 0.1 0.1
H -9.035700 15.890924 14.103849 -0.1 -0.2 -0.5
H -10.665998 15.618320 15.595087 0.1 -0.1 -0.3
H -12.480291 15.164479 13.195580 0.2 0.0 0.1
H -13.373209 16.176693 9.952546 -0.5 0.2 0.5
H -15.043951 18.042526 9.914335 0.1 0.2 0.1
H -16.841566 18.080366 11.619689 -0.3 0.1 0.0
H -17.133771 16.250008 13.102343 -0.3 -0.4 0.4
S -14.323272 13.828001 8.303597 0.1 -0.2 0.2
C -15.446040 12.899810 9.229752 -0.8 0.6 -0.8
N -14.932767 12.253018 10.239600 -1.3 -0.6 0.8
C -15.881909 11.444471 10.889444 1.0 -0.7 0.2
C -15.641337 10.536773 11.926488 0.5 -0.3 0.1
C -16.712491 9.805429 12.425717 0.0 0.3 0.3
C -18.004942 9.986158 11.912928 0.0 -0.1 -0.5
C -18.205822 10.788109 10.800182 -0.3 0.2 0.4
C -17.130875 11.523241 10.314043 -0.6 0.2 -0.3
S -17.131657 12.643524 8.969934 0.3 0.0 0.0
H -14.609966 10.384584 12.295166 -0.7 0.2 -0.2
H -16.592198 9.129533 13.273028 0.2 0.2 -0.3
H -18.860875 9.458222 12.333510 0.3 0.0 -0.1
H -19.191571 10.883921 10.356411 0.1 0.0 0.0
C -10.185743 17.329303 7.169342 0.4 0.0 -0.5
C -9.989114 16.981610 8.653849 -1.4 0.9 -0.2
C -10.112685 15.538935 8.898300 0.0 -1.0 0.2
N -11.072220 14.990441 9.554013 -0.1 0.4 -0.5
N -11.026738 13.617331 9.547041 -0.8 -0.4 0.3
C -9.948720 13.120146 8.990783 0.9 -0.1 -0.5
N -9.557552 11.834028 9.000618 0.5 0.6 -0.3
S -8.986531 14.374510 8.237990 -0.1 -0.3 0.4
H -10.156777 18.418999 7.012369 0.0 -0.4 0.1
H -11.135352 16.949698 6.791500 -0.1 0.1 0.2
H -9.420920 16.876015 6.509281 -0.1 0.2 0.5
H -10.808374 17.463503 9.238835 0.6 -0.3 -0.3
H -9.056007 17.367390 9.006918 0.7 0.2 0.3
H -10.233474 11.109666 9.194511 -0.3 -0.1 0.0
H -8.736694 11.555952 8.465218 -0.5 0.2 0.3
Te -12.670757 10.280856 8.874656 -0.2 0.2 -0.1
C -13.636443 10.332065 6.986826 0.7 -0.2 0.8
C -14.499650 9.294531 6.710558 -0.2 0.3 -0.1
C -15.075525 9.235532 5.459436 -0.2 -0.4 -0.3
C -14.807515 10.179388 4.489878 0.5 0.2 0.2
C -13.915604 11.204974 4.766293 0.0 -0.5 0.5
C -13.297367 11.240978 6.016069 0.2 1.1 -0.8
H -14.695186 8.560698 7.465563 -0.2 -0.4 0.2
H -15.700626 8.407329 5.191697 -0.3 -0.3 0.1
H -15.199940 10.045742 3.504131 -0.3 0.1 -0.4
H -13.667338 11.922385 4.009440 0.1 0.3 -0.2
H -12.543802 12.013556 6.191608 -0.3 -0.2 0.1
```
Forces are in eV/Å.

***

Which formula does entry 2 have?
C31H28IN5O3PPt

***

Look up the electronic energy of the second one.
-66807.9882 eV

***

What is the formula in the third record?
C31H28IN6O2ReS3Te